No. 1
An isolated molecule of C2H2Cl2OS, computed with wB97M-V/def2-TZVPD.

## Properties
LUMO (alpha / beta)   -0.93 / -1.70 eV
Net charge   0

XYZ file:
```
8
Properties=species:S:1:pos:R:3:forces:R:3:nbo_charge:R:1
C 0.3094 -0.0608 -0.5021 -6.25 3.66 1.55 -0.44
C -1.2834 0.8454 -0.2494 6.41 -3.76 -0.55 -0.22
O 2.5527 -0.5069 0.5821 0.71 0.02 0.08 -0.89
S 1.1851 -0.2649 0.9868 -0.52 -0.36 -0.42 1.30
Cl -2.1446 1.3241 -1.5627 -0.47 0.27 -0.55 0.12
Cl 0.3388 -2.1757 1.4820 0.02 0.18 0.00 -0.30
H 0.7562 0.0745 -1.4663 0.34 -0.15 -0.29 0.23
H -1.7141 0.7644 0.7295 -0.25 0.13 0.20 0.20
```
Forces are in eV/Å.

No. 2
A 2-piece molecular cluster, C2H2Cl2S overall, computed with wB97M-V/def2-TZVPD.

## Properties
LUMO (alpha / beta)   -0.52 / -0.42 eV
Net charge   0

XYZ file:
```
7
Properties=species:S:1:pos:R:3:forces:R:3:nbo_charge:R:1
C 1.7940 0.2305 -1.3618 -0.34 0.69 0.72 -0.35
C -1.3122 -0.1660 1.3775 1.18 -0.71 -0.62 -0.41
S 0.2968 0.3078 -1.7498 0.11 -0.44 -0.92 0.21
Cl 3.2372 -0.4197 -1.7866 0.61 -0.51 -0.42 0.13
Cl -1.1997 1.3343 0.6610 -0.27 1.06 0.31 0.05
H -0.5752 -0.9081 1.0339 -0.59 0.37 0.43 0.19
H -2.2409 -0.3788 1.8257 -0.70 -0.46 0.49 0.19
```
Forces are in eV/Å.

No. 3
C2H2Cl3F as an isolated structure, computed with wB97M-V/def2-TZVPD.

## Properties
LUMO   0.62 eV
Net charge   0

XYZ file:
```
8
Properties=species:S:1:pos:R:3:forces:R:3:nbo_charge:R:1
C 0.3707 0.4271 -0.5927 0.08 0.53 1.29 -0.45
C -0.3786 -0.3234 0.5308 3.82 2.84 1.29 0.28
H 1.2222 -0.2271 -0.8880 -1.46 -0.07 -1.35 0.26
H 0.9846 1.2853 -0.2653 -0.94 -0.12 0.51 0.25
F -1.1558 0.5538 1.2437 0.86 -1.39 -0.13 -0.31
Cl -1.0194 1.0899 -1.5342 1.13 -0.28 -0.85 -0.03
Cl -1.0903 -1.6849 0.0369 -3.35 -2.89 -1.62 0.12
Cl 1.0666 -1.1206 1.4688 -0.14 1.37 0.85 -0.12
```
Forces are in eV/Å.

No. 4
C2H2Cl3P as an isolated structure, computed with wB97M-V/def2-TZVPD.

## Properties
LUMO   -1.76 eV
Net charge   0

XYZ file:
```
8
Properties=species:S:1:pos:R:3:forces:R:3:nbo_charge:R:1
C 0.6930 0.6393 1.0738 2.39 -0.27 -3.53 -0.34
C 0.7178 0.2822 -0.2320 -2.48 -1.29 1.31 -0.41
P -0.7575 -0.4833 -1.1768 -0.54 -1.55 -0.73 0.90
Cl -1.8040 -2.7553 -1.0730 1.37 1.80 0.36 -0.44
Cl 1.7024 0.6637 -1.5700 0.88 0.74 0.24 0.09
Cl -2.2369 0.3399 -0.1363 -0.59 0.34 0.50 -0.24
H 0.1819 0.0474 1.7587 -1.41 -0.38 1.07 0.23
H 1.5033 1.2662 1.3556 0.39 0.60 0.79 0.22
```
Forces are in eV/Å.

No. 5
An isolated molecule of C2H2Cl4Si, computed with wB97M-V/def2-TZVPD.

## Properties
LUMO   0.44 eV
SMILES   C=C(Cl)[Si](Cl)(Cl)Cl
Net charge   0

XYZ file:
```
9
Properties=species:S:1:pos:R:3:forces:R:3:nbo_charge:R:1
C 1.1799 -1.0027 0.0585 2.22 -1.02 0.07 -0.39
C 0.4073 -0.1638 -0.4997 -2.29 2.21 -3.85 -0.43
Si -0.9851 0.7556 0.3222 -0.16 -1.50 -1.22 1.41
Cl 0.5920 0.1083 -2.3308 0.05 0.14 1.62 -0.08
Cl -1.5720 -0.5871 1.7246 -0.51 0.11 0.39 -0.34
Cl -2.4670 1.1201 -1.0424 0.30 0.15 0.61 -0.31
Cl -0.1358 2.3155 1.1751 0.10 1.26 0.50 -0.30
H 2.0855 -1.3139 -0.4426 -0.08 -0.64 0.23 0.23
H 0.8951 -1.2319 1.0351 0.37 -0.71 1.65 0.22
```
Forces are in eV/Å.

No. 6
An isolated molecule of C2H2ClFO2, computed with wB97M-V/def2-TZVPD.

## Properties
LUMO   0.57 eV
SMILES   O=C(O)[C@@H](F)Cl
Net charge   0

XYZ file:
```
8
Properties=species:S:1:pos:R:3:forces:R:3:nbo_charge:R:1
C -0.3643 -0.4719 0.2273 1.18 1.70 0.19 0.74
C 0.8047 0.3976 -0.3840 -0.73 -0.77 2.78 0.06
H -1.9780 -0.4653 1.0931 0.74 1.33 0.18 0.50
H 1.0325 1.1488 0.3747 0.35 0.02 -0.14 0.19
O -1.2925 0.2546 0.9415 -0.14 -2.06 -0.99 -0.68
O -0.3466 -1.6456 0.1253 -0.58 -1.21 -0.07 -0.54
F 1.8906 -0.3885 -0.6063 -0.34 0.12 -0.06 -0.31
Cl 0.2535 1.1704 -1.7716 -0.50 0.87 -1.89 0.04
```
Forces are in eV/Å.

No. 7
A 2-piece molecular cluster, C2H2ClFO2 overall, computed with wB97M-V/def2-TZVPD.

## Properties
LUMO (alpha / beta)   -0.75 / -0.75 eV
Net charge   0

XYZ file:
```
8
Properties=species:S:1:pos:R:3:forces:R:3:nbo_charge:R:1
C -0.7718 0.5031 -0.4926 -1.39 -0.28 -0.77 0.39
C 0.1014 -0.2775 0.3793 1.63 2.35 0.64 0.63
O -1.9611 0.5407 -0.4038 0.35 0.17 0.43 -0.49
O 1.1133 -0.8935 -0.2627 -0.25 -0.26 0.67 -0.67
F -0.5007 -0.8961 1.3592 0.15 -0.59 0.11 -0.29
Cl 0.0510 1.2102 -1.8450 0.34 0.42 -0.37 -0.01
H 0.4643 1.5145 1.1267 -0.22 -2.73 -1.00 -0.08
H 1.5037 -1.7015 0.1388 -0.62 0.92 0.29 0.52
```
Forces are in eV/Å.

No. 8
A 2-piece molecular cluster, C2H2ClI overall, computed with wB97M-V/def2-TZVPD.

## Properties
LUMO (alpha / beta)   -1.09 / -2.70 eV
Net charge   0

XYZ file:
```
6
Properties=species:S:1:pos:R:3:forces:R:3:nbo_charge:R:1
C -0.6446 0.2177 -0.5501 -3.21 4.13 -0.31 -0.50
C 0.2699 0.4480 0.2926 1.67 -1.33 1.45 0.02
Cl 0.6165 1.3192 1.6032 0.35 0.88 0.90 0.16
I 1.7641 -2.4988 0.6386 -0.32 0.74 -0.11 -0.14
H -0.5271 -0.5030 -1.2302 0.14 -2.85 -2.51 0.24
H -1.4788 1.0169 -0.7541 1.37 -1.56 0.59 0.23
```
Forces are in eV/Å.

No. 9
A 2-piece molecular cluster, C2H2ClIO2 overall, computed with wB97M-V/def2-TZVPD.

## Properties
LUMO (alpha / beta)   -1.61 / -2.29 eV
Net charge   0

XYZ file:
```
8
Properties=species:S:1:pos:R:3:forces:R:3:nbo_charge:R:1
C 1.2467 1.0622 -1.1151 -0.32 -1.12 -1.95 1.03
C -1.7015 -0.3218 0.4969 1.55 0.69 3.40 -0.57
O 1.3635 1.4989 -0.0918 0.59 2.17 4.50 -0.51
O 1.0858 0.6066 -2.1448 -0.28 -1.00 -2.53 -0.52
Cl 1.9561 -1.6764 0.6759 -0.30 0.22 0.22 -0.49
I -0.4102 -1.0171 1.8605 -0.02 -0.58 -0.53 0.65
H -1.7929 -0.8708 -0.3508 -0.72 -1.31 -2.35 0.20
H -1.7475 0.7185 0.6691 -0.51 0.94 -0.76 0.21
```
Forces are in eV/Å.

No. 10
An isolated ion of composition C2H2ClIO2P and charge +1, computed with wB97M-V/def2-TZVPD.

## Properties
LUMO   -5.51 eV
Net charge   +1

XYZ file:
```
9
Properties=species:S:1:pos:R:3:forces:R:3:nbo_charge:R:1
C -0.3614 -0.7937 0.5567 1.80 -1.01 -1.21 0.75
C -0.3143 -0.8724 1.8125 -1.03 0.46 -0.19 -0.55
O -0.2664 -0.7591 -0.6517 -0.81 0.78 0.77 -0.56
O 1.9005 0.8847 -0.8939 -2.71 -0.39 -0.77 -0.94
P 0.4826 0.8342 -1.3556 3.73 -0.27 -0.03 1.58
Cl -0.5937 2.2654 -0.6130 -0.74 0.09 0.09 -0.10
I 0.0057 0.1836 -3.5492 -0.08 0.33 -0.02 0.19
H 0.3464 -1.3003 2.5062 1.15 -0.56 0.41 0.33
H -1.1994 -0.4424 2.1879 -1.32 0.57 0.95 0.31
```
Forces are in eV/Å.

No. 11
An isolated molecule of C2H2ClN3O, computed with wB97M-V/def2-TZVPD.

## Properties
LUMO   0.15 eV
SMILES   N#CN(Cl)C(N)=O
Net charge   0

XYZ file:
```
9
Properties=species:S:1:pos:R:3:forces:R:3:nbo_charge:R:1
C -0.7514 1.2996 -0.0284 -0.10 2.45 0.13 0.40
C 0.1125 -0.9379 -0.0618 -3.22 1.37 0.45 0.82
N -0.3395 2.3760 0.0829 -0.15 -0.24 0.05 -0.37
N 1.2413 -0.2713 0.0113 3.11 1.41 0.07 -0.85
N -1.0818 0.0594 -0.2097 1.50 -2.28 -0.13 -0.55
O -0.1605 -2.0825 0.0135 0.39 -1.04 -0.31 -0.54
Cl -2.6777 -0.4500 0.0609 0.36 -0.07 0.05 0.22
H 1.5142 0.6940 0.1971 -1.86 0.02 -0.18 0.45
H 2.1428 -0.6873 -0.0658 -0.02 -1.63 -0.11 0.42
```
Forces are in eV/Å.

No. 12
An isolated molecule of C2H2ClNS, computed with wB97M-V/def2-TZVPD.

## Properties
LUMO   0.45 eV
SMILES   SN=C=CCl
Net charge   0

XYZ file:
```
7
Properties=species:S:1:pos:R:3:forces:R:3:nbo_charge:R:1
C -0.1239 -0.2114 -0.7623 3.03 0.91 0.31 0.37
C -1.3427 -0.6305 -0.7798 -1.31 -2.91 0.96 -0.47
N 1.0046 0.2423 -0.9609 -1.20 -1.68 -0.52 -0.58
S 2.2055 1.0725 -0.1787 -0.76 0.19 0.12 0.30
Cl -2.4548 0.2519 -1.6248 -2.13 2.18 -1.63 0.03
H -1.9102 -1.5757 -0.4952 2.12 1.03 0.26 0.26
H 1.3934 1.6368 0.7235 0.25 0.28 0.49 0.09
```
Forces are in eV/Å.

No. 13
A 2-piece molecular cluster, C2H2ClNS2 overall, computed with wB97M-V/def2-TZVPD.

## Properties
LUMO   -1.91 eV
SMILES   S=NSCl.C#C
Net charge   0

XYZ file:
```
8
Properties=species:S:1:pos:R:3:forces:R:3:nbo_charge:R:1
C 0.2456 -0.1184 2.2702 -0.05 -0.20 0.50 -0.24
C 0.9712 -0.2316 1.3330 0.59 -0.07 -0.55 -0.24
N -0.3192 -0.5068 -2.2630 -1.41 1.97 -0.99 -0.78
S 0.4802 -1.6354 -1.5905 0.06 -0.18 0.11 0.37
S -1.1323 0.7799 -2.5384 1.04 -1.31 1.13 0.78
Cl -1.5631 2.2211 -0.8851 0.25 -0.64 -0.55 -0.36
H -0.3089 -0.1233 3.1715 -0.28 0.20 0.07 0.23
H 1.6263 -0.3854 0.5023 -0.20 0.23 0.27 0.23
```
Forces are in eV/Å.

No. 14
An isolated ion of composition C2H2ClO2 and charge +1, computed with wB97M-V/def2-TZVPD.

## Properties
Spin multiplicity   3
LUMO (alpha / beta)   -5.73 / -11.79 eV
Net charge   +1

XYZ file:
```
7
Properties=species:S:1:pos:R:3:forces:R:3:nbo_charge:R:1
C 0.1843 -0.1049 -0.4049 -3.17 1.99 -1.19 -0.07
C 2.5346 -0.5558 -0.0453 2.83 1.91 0.13 0.71
O 2.3120 -1.6929 0.0608 0.13 1.32 -0.14 -0.23
O 1.2996 0.4115 -0.2521 4.38 0.14 0.83 -0.21
Cl 4.0022 0.5282 0.0148 -2.72 -2.12 -0.10 0.23
H -0.6606 0.5374 -0.5744 -0.54 0.90 -0.21 0.31
H -0.0460 -1.0631 -0.2742 -0.91 -4.16 0.68 0.26
```
Forces are in eV/Å.

No. 15
An isolated molecule of C2H2ClO2P, computed with wB97M-V/def2-TZVPD.

## Properties
LUMO (alpha / beta)   -0.70 / -0.64 eV
Net charge   0

XYZ file:
```
8
Properties=species:S:1:pos:R:3:forces:R:3:nbo_charge:R:1
C -1.2423 0.6883 -1.1528 0.11 -0.40 -0.15 0.23
C 0.1155 -0.6787 1.4984 0.66 -0.86 -0.92 -0.37
O -1.4078 0.5723 -0.0179 -1.24 0.44 1.02 -0.44
O 0.9341 1.5373 -2.2076 0.60 0.56 -0.11 -1.01
P 0.3011 0.2157 -2.1361 -0.02 -0.24 -1.23 1.16
Cl 1.1244 -0.8058 0.1136 0.36 -0.11 0.42 0.03
H -0.1836 -1.6748 1.7808 -0.38 0.28 0.47 0.20
H 0.3586 0.1458 2.1216 -0.10 0.32 0.51 0.20
```
Forces are in eV/Å.

No. 16
C2H2ClOP as an isolated structure, computed with wB97M-V/def2-TZVPD.

## Properties
LUMO (alpha / beta)   -2.04 / -2.04 eV
Net charge   0

XYZ file:
```
7
Properties=species:S:1:pos:R:3:forces:R:3:nbo_charge:R:1
C -0.6571 1.5048 0.0812 -0.20 2.08 0.67 0.23
C -0.5432 0.1355 0.0350 -1.67 -4.93 -0.18 -0.31
O -1.5930 2.1998 -0.1029 -2.66 1.01 -0.77 -0.44
P 0.6697 -1.0069 -0.0125 -0.49 1.12 -0.06 0.59
Cl -2.6544 -0.8877 0.0250 2.69 1.63 -0.11 -0.28
H 0.1893 2.0519 0.3933 2.34 0.14 0.42 0.16
H -0.3664 -1.8792 -0.2990 -0.01 -1.06 0.02 0.04
```
Forces are in eV/Å.

No. 17
An isolated molecule of C2H2ClP, computed with wB97M-V/def2-TZVPD.

## Properties
LUMO (alpha / beta)   -1.02 / -1.22 eV
Net charge   0

XYZ file:
```
6
Properties=species:S:1:pos:R:3:forces:R:3:nbo_charge:R:1
C -0.2255 -0.5296 0.2444 1.10 -1.05 -1.62 -0.11
C -0.0181 0.6158 -0.3289 1.53 -0.67 -1.55 -0.58
P 0.9501 0.1212 -2.0214 -1.79 0.02 1.24 0.54
Cl 2.9203 -0.1805 -1.6858 0.29 0.17 0.50 -0.28
H 0.1891 -1.5176 -0.1656 -0.81 0.97 0.93 0.20
H -0.2566 1.6369 -0.1812 -0.32 0.57 0.50 0.23
```
Forces are in eV/Å.

No. 18
An isolated molecule of C2H2ClP, computed with wB97M-V/def2-TZVPD.

## Properties
Spin multiplicity   3
LUMO (alpha / beta)   0.95 / -3.07 eV
Net charge   0

XYZ file:
```
6
Properties=species:S:1:pos:R:3:forces:R:3:nbo_charge:R:1
C 0.7550 -0.1948 -0.5141 2.46 5.59 -3.28 -0.53
C -0.1182 0.0837 0.5641 -1.85 0.25 -2.49 -0.47
P 0.2468 -1.6384 0.0809 -1.71 -5.18 2.37 0.60
Cl -1.7681 0.8201 -0.0874 0.95 -0.45 0.24 -0.10
H 0.9230 0.3235 -1.4967 -0.47 -0.58 1.28 0.23
H -0.0384 0.6060 1.4533 0.62 0.38 1.88 0.26
```
Forces are in eV/Å.

No. 19
C2H2DyLiO as an isolated structure, computed with wB97M-V/def2-TZVPD.

## Properties
Spin multiplicity   7
LUMO (alpha / beta)   -5.20 / -5.36 eV
Net charge   +1

XYZ file:
```
7
Properties=species:S:1:pos:R:3:forces:R:3:lowdin_spin:R:1
H 0.6756 0.0584 -3.3267 -0.38 0.05 1.28 -0.11
O -0.4105 1.0375 0.8159 1.53 -3.08 -0.15 0.36
C -0.0923 -0.0886 1.5302 -3.23 3.58 -0.08 0.39
C 0.9178 -0.9572 1.3337 1.79 -0.52 -1.84 1.02
Dy 1.5003 0.5019 -1.2138 -0.03 -0.15 0.83 4.30
Li -1.7688 -0.3038 -1.4848 0.05 0.11 -0.03 0.01
H -0.8221 -0.2482 2.3455 0.27 0.01 0.00 0.03
```
Forces are in eV/Å.

No. 20
C2H2EuO3 as an isolated structure, computed with wB97M-V/def2-TZVPD.

## Properties
Spin multiplicity   8
LUMO (alpha / beta)   -9.91 / -9.67 eV
Net charge   +2

XYZ file:
```
8
Properties=species:S:1:pos:R:3:forces:R:3:nbo_charge:R:1
H 0.3055 -0.0861 1.5291 0.38 -0.68 -0.31 0.27
O -0.8840 -1.0505 -0.8123 0.06 0.26 -0.06 -0.10
O 0.0880 -1.6824 0.0362 0.31 -0.20 0.19 -0.17
C -0.5363 0.1301 -0.3452 0.38 -1.31 -0.34 0.74
C 0.5330 -0.3631 0.4684 -0.85 1.11 0.75 -0.62
Eu 3.0353 0.1117 -0.0192 0.27 -0.16 -0.09 1.90
O -1.0926 1.1821 -0.7766 -0.56 0.58 -0.10 -0.59
H -1.4488 1.7583 -0.0804 0.01 0.39 -0.05 0.56
```
Forces are in eV/Å.

Values of E_tot, in order: -40029.1753 -37982.0059 -42390.0132 -48961.0888 -60077.3538 -21441.1491 -21437.6874 -22725.7350 -26822.0746 -36105.0194 -21144.7912 -26951.4070 -37785.1981 -18708.8236 -28008.4848 -25961.0981 -23913.7721 -23912.3727 -28428.3316 -27554.4713, all in eV.
Values of maximum force, in order: 7.458 1.511 4.932 4.273 4.999 2.974 2.934 5.240 5.030 3.742 3.526 3.459 2.615 4.464 1.665 5.212 2.275 6.929 4.822 1.589, all in eV Å⁻¹.